Below is C86H188F8N12O16S8 as an isolated structure in a non-equilibrium geometry, with properties calculated with ωB97M-V/def2-TZVPD.

The calculated total energy is -251260.51785 eV. For the energy above the lowest of the compared OMol25 structures with the same formula, charge and spin, the calculation gives 0.00 kcal/mol.

The geometry in ORCA input format:
```
! wB97M-V def2-TZVPD RIJCOSX def2/J DEFGRID3
* xyz 4 1
H 5.57 -5.65 3.38
H -4.04 -1.65 7.26
C 5.01 3.87 -1.89
H -4.76 0.41 -6.49
H 4.43 0.28 -0.17
H 0.86 2.86 5.69
H -6.38 -4.14 -2.45
H 4.39 -7.01 1.36
H 5.27 -6.51 -0.04
H -5.93 -1.52 -10.55
H -2.56 1.44 1.33
H -2.87 5.36 0.11
H -1.22 2.13 0.31
C -2.51 6.38 -0.10
H 2.96 -1.20 9.47
C 1.42 1.19 8.36
S -0.03 4.50 -3.27
C 5.30 -2.40 -6.78
C -3.26 2.67 -0.33
C -1.46 -0.59 -2.65
C 0.97 -0.49 -3.64
H 1.99 3.93 4.84
H 5.65 0.21 -3.32
C 3.73 2.89 2.42
C 4.44 -1.32 -7.38
H -5.52 -1.80 -2.74
H -0.60 7.33 -0.63
H -3.54 -3.18 1.70
H -7.42 -1.65 -7.14
H 5.72 0.03 -6.25
H -5.90 -6.09 2.29
H -6.53 0.41 -9.24
C -4.49 -3.08 2.27
H -2.06 -1.64 -0.24
H 2.16 1.44 1.77
C -4.85 -3.27 6.09
H -0.15 3.18 3.47
H 7.22 0.99 -3.28
O -1.24 5.22 -2.89
H 2.21 -4.34 1.69
O -3.13 -5.68 0.03
H 2.12 -1.02 7.41
C 3.26 -3.95 -3.48
H -0.61 -1.22 2.69
C 0.28 -1.49 6.25
H -1.05 0.14 -7.03
F -0.33 3.07 -3.97
H -4.16 -0.11 0.09
H 3.75 3.99 2.40
O 0.70 7.43 -3.19
H 4.88 2.52 -4.89
H 3.61 0.96 -8.23
H -6.14 -2.99 -6.32
C 3.41 -8.45 -0.81
H 0.01 2.77 9.18
F 0.71 -6.00 -2.22
C 0.63 7.33 1.46
H -0.91 -1.10 -4.57
H -2.11 -4.49 1.90
C 4.25 3.66 -7.99
H -2.43 -0.66 1.21
H 2.08 -0.27 10.69
H 1.66 3.15 1.76
N 4.58 2.40 0.23
F -5.98 3.21 -5.94
C 5.70 5.16 -2.29
H -2.87 -1.24 -6.15
C -4.68 -2.65 4.72
C -6.77 -0.81 -7.40
C -3.00 -0.74 -7.11
H 2.96 -3.20 11.14
H -5.78 -3.85 8.68
H 2.78 -4.50 -0.72
C -0.73 5.40 2.15
C 0.85 -1.79 9.84
C 4.46 1.20 -7.59
H 0.71 7.49 2.55
C 2.75 -2.18 11.43
O -3.49 2.56 4.21
O -4.87 1.98 -4.25
C -0.35 -0.70 0.61
C 5.23 2.82 -5.87
S 1.62 6.54 -3.85
H 3.35 4.27 -7.90
H -2.31 1.15 -6.27
H 5.73 -3.77 -1.02
C -1.08 -1.92 6.73
H 3.79 2.62 3.46
H -4.90 -0.73 -4.63
C -1.00 6.46 -0.11
C -0.08 -1.59 1.80
H 3.11 3.36 9.26
C -0.55 -4.86 3.42
C -5.43 -2.50 -3.58
H -5.77 -3.87 6.15
H 6.75 4.97 -2.04
F -1.65 0.91 3.68
H -5.78 -1.63 7.22
H -4.00 -1.81 4.75
H 0.97 -1.73 2.07
H 2.82 -5.90 2.18
O -8.86 1.96 -2.58
F -4.25 -5.38 -2.18
C -6.51 -3.58 -3.39
S -6.13 2.68 -4.44
C -7.01 -0.51 -8.89
H 6.12 2.25 -6.17
C 4.28 -6.45 0.43
H -1.30 -2.91 6.34
H -2.75 -1.48 -7.87
S -7.92 1.11 -3.22
H -0.82 0.59 -4.34
H -3.88 -0.34 -1.64
H -8.08 -0.45 -9.06
O -6.12 0.52 4.41
H 5.38 2.98 -2.44
C 4.96 2.34 1.70
H 6.79 0.72 0.37
H 1.71 5.48 1.03
H 3.75 -3.14 3.09
H -0.49 6.18 4.20
N -1.84 -5.42 -2.01
H 1.54 0.15 -4.34
H 2.10 2.82 10.57
C -1.71 7.65 1.83
H 4.78 4.51 0.17
H -3.57 8.07 0.82
H 2.09 2.65 -6.97
H -0.46 -5.35 4.38
C 3.15 7.01 1.36
H 4.59 1.37 -1.55
C -0.03 5.43 3.54
H 5.37 5.46 -8.02
H 2.09 -2.17 12.32
H -4.01 -3.96 6.30
H 3.94 6.50 0.82
H 4.23 3.17 -8.96
C 1.82 6.56 0.84
F 2.22 7.14 -5.24
H 7.85 -0.50 -1.30
H -2.46 -0.75 -3.06
C -5.33 -2.29 -6.14
H -1.86 -1.26 6.31
N -2.26 0.44 -0.51
H -6.41 -4.34 -4.17
H -4.34 -5.55 4.46
H -0.08 -5.53 2.70
H -4.26 -2.05 -8.93
N -4.08 0.38 3.03
C 3.13 -4.88 1.97
C -0.57 -0.36 -3.86
H 1.31 -1.51 -3.81
H 0.84 -2.86 9.71
C 6.44 0.94 -0.64
N -7.25 1.72 -4.63
H 3.88 -9.02 -0.01
H 5.59 -3.53 1.16
H -6.61 -1.11 -4.75
H 2.91 3.56 -5.70
C 0.18 0.29 8.69
H 2.26 0.94 9.02
C -3.72 0.34 -0.80
C -2.08 0.49 -7.10
H 5.03 -3.39 -7.15
H 5.17 1.29 1.92
C 2.08 3.35 9.61
H -5.38 -3.32 -8.30
H -5.63 -2.26 4.35
O 2.79 6.17 -3.05
F -8.64 -0.21 -3.78
H 0.59 8.31 0.98
C 1.01 2.65 8.75
H 2.22 -6.82 0.17
C 6.80 -0.27 -1.52
N -0.65 6.69 1.36
H -5.82 -4.61 4.21
H 3.25 6.77 2.43
C 2.89 2.61 -6.24
H -4.56 1.98 -1.97
H -2.54 -3.93 4.88
H -1.21 3.95 4.62
C 3.74 -4.13 -0.36
H 3.71 -1.80 11.77
H -2.99 6.70 -1.02
C -5.10 -5.35 2.38
O -2.90 -3.49 -1.15
H 5.31 -3.23 -3.24
H -2.13 1.06 -8.03
H 1.48 -2.67 7.45
N 4.11 -5.02 0.80
H 4.79 4.89 -5.59
H -1.14 -1.48 -2.12
C 3.14 -6.99 -0.42
C -1.82 -0.73 0.32
S -0.36 -4.93 -1.59
H 4.13 -2.35 -2.23
C 4.71 0.03 -6.67
C -4.87 -4.89 3.78
C 2.51 2.47 1.59
H 0.06 -1.55 10.58
H -4.17 -5.77 2.01
C -2.99 7.21 1.15
C 2.23 -1.28 10.29
H 0.63 -2.07 5.39
C 5.35 -4.67 2.95
S -5.65 0.87 3.10
C 4.97 1.15 -0.56
H 4.05 -8.52 -1.70
C -0.20 4.00 4.20
S -3.19 1.13 4.21
H 0.16 -0.46 5.91
H -1.95 1.49 -2.30
C 5.55 4.30 -6.10
S -2.99 -4.95 -1.21
H -3.70 6.64 1.76
H 7.09 -0.73 -3.64
O -5.75 2.20 2.59
H -0.51 -2.58 1.59
H -4.58 0.31 -8.25
H -7.06 -2.55 -9.64
N -5.40 -1.38 -7.33
C 4.41 -3.35 -2.64
H -3.67 3.23 0.51
H -4.41 -2.92 -3.53
H -6.93 0.01 -6.68
H 5.35 1.29 -8.23
H 5.37 6.04 -1.76
H 4.76 -1.21 -8.43
H -2.88 3.35 -1.08
H 6.24 3.58 -0.17
H -5.04 -2.47 9.45
H 2.77 1.81 -5.52
H 3.30 8.08 1.25
H -0.23 4.66 1.53
H 3.06 -6.43 -1.35
H 1.00 3.21 7.82
H 3.14 -3.43 -4.44
H -2.49 -5.67 3.11
C 6.71 0.08 -3.02
H 1.03 5.68 3.41
C -4.31 1.78 -0.92
O -0.24 -4.96 -0.13
H 1.76 1.18 7.30
H 1.75 4.37 9.89
H -2.31 -2.62 3.72
O 0.81 4.14 -2.09
H 6.22 -5.15 0.95
H -1.79 -1.14 8.70
H -4.79 -2.04 2.43
N -4.15 -3.58 3.66
O -6.32 3.79 -3.56
H 3.48 -5.00 -3.71
H 2.92 3.58 -0.15
H 0.87 4.59 6.02
H 6.54 4.55 -5.70
N 0.98 5.26 -4.37
C -1.52 0.64 -1.76
H 3.94 3.94 -2.12
H 4.03 0.00 -5.79
F -6.26 -0.15 2.00
C 5.18 3.65 -0.40
H -5.27 1.82 -0.41
H 2.30 -3.91 -2.97
H 3.57 -3.14 0.09
H -0.48 5.58 -0.46
H -1.78 5.10 2.17
C 0.97 3.85 5.23
C -6.35 -1.72 -9.56
C -5.27 -2.25 -8.56
C -2.24 1.72 0.32
O -3.28 0.41 5.50
H -0.21 0.49 9.68
H -1.77 7.56 2.93
H 6.00 -3.94 3.45
H 5.18 -2.42 -5.69
H -7.51 -3.14 -3.43
H -1.08 -2.75 8.80
H -4.40 -2.85 -6.17
H -0.09 0.34 0.88
N 0.38 -1.22 8.56
C -1.99 -4.71 2.97
H 1.77 6.77 -0.24
H 1.27 -0.19 -2.62
C 5.42 -4.58 1.43
C -4.92 -2.31 7.30
H 0.05 -3.92 3.44
H -3.99 -3.71 8.73
C 1.21 -1.61 7.39
C -4.45 -0.25 -7.32
H -5.23 -4.14 0.59
H 0.18 -0.97 -0.31
C -1.03 -1.79 8.28
C -2.68 -3.66 3.83
H 3.40 -1.63 -7.40
H 6.20 -1.17 -1.31
H -0.54 0.99 -1.43
H 5.66 5.36 -3.36
C -4.94 -3.15 8.61
C 3.87 -4.22 3.13
H -6.52 -3.77 1.73
H 3.45 -4.53 4.09
C 3.08 2.57 0.19
H 5.88 2.90 1.87
C -5.60 -1.55 -4.79
C -5.48 -4.07 1.64
O -6.81 0.68 -2.41
H -1.43 8.66 1.57
H 6.41 4.03 -7.93
C 4.80 -4.16 -1.41
H 6.36 -2.23 -6.98
O -0.03 -3.62 -2.16
H -0.62 0.51 7.98
H 6.99 1.82 -0.98
H 5.02 -5.21 -1.67
N 4.21 2.56 -6.96
H 2.45 -8.91 -1.01
H 2.66 1.92 -0.56
C 5.49 4.46 -7.57
*
```

Atomic partial charges in e from the Löwdin method, atoms 1 to 99:
1. H 0.126
2. H 0.083
3. C -0.227
4. H 0.122
5. H 0.147
6. H 0.047
7. H 0.058
8. H 0.145
9. H 0.133
10. H 0.121
11. H 0.098
12. H 0.084
13. H 0.121
14. C -0.112
15. H 0.110
16. C -0.153
17. S 0.626
18. C -0.107
19. C -0.135
20. C -0.156
21. C -0.060
22. H 0.062
23. H 0.062
24. C -0.135
25. C -0.246
26. H 0.091
27. H 0.144
28. H 0.115
29. H 0.146
30. H 0.108
31. H 0.140
32. H 0.117
33. C -0.064
34. H 0.111
35. H 0.111
36. C -0.187
37. H 0.083
38. H 0.075
39. O -0.266
40. H 0.123
41. O -0.276
42. H 0.123
43. C -0.076
44. H 0.061
45. C -0.171
46. H 0.067
47. F -0.184
48. H 0.123
49. H 0.117
50. O -0.281
51. H 0.122
52. H 0.144
53. H 0.130
54. C -0.055
55. H 0.121
56. F -0.178
57. C -0.152
58. H 0.100
59. H 0.086
60. C -0.067
61. H 0.109
62. H 0.107
63. H 0.099
64. N -0.191
65. F -0.183
66. C -0.068
67. H 0.097
68. C -0.121
69. C -0.102
70. C -0.202
71. H 0.077
72. H 0.084
73. H 0.115
74. C -0.088
75. C -0.140
76. C -0.117
77. H 0.136
78. C -0.077
79. O -0.293
80. O -0.362
81. C -0.215
82. C -0.095
83. S 0.492
84. H 0.141
85. H 0.075
86. H 0.105
87. C -0.128
88. H 0.115
89. H 0.096
90. C -0.080
91. C -0.083
92. H 0.081
93. C -0.094
94. C -0.247
95. H 0.124
96. H 0.089
97. F -0.230
98. H 0.124
99. H 0.093